82
Properties=species:S:1:pos:R:3 method="wB97M-V/def2-TZVPD" charge=+4 lumo_ev="-12.37 / -14.78" spin_multiplicity=5 max_force_ha_per_bohr=0.0839 e_above_lowest_kj_mol=189.14
N 6.9007 -0.0406 0.0830
C 6.1461 -0.1204 1.1796
C 5.1248 -1.0649 1.3188
C 4.8609 -1.9534 0.2475
C 5.7131 -1.8855 -0.8830
C 6.7141 -0.9027 -0.9185
C 3.7229 -2.8472 0.2581
Pt -1.7319 -0.9676 -0.3292
P -4.0044 0.6773 0.2601
C 3.1981 -3.4370 -0.8620
C 1.7898 -3.7303 -0.9150
C 1.0452 -3.5784 -2.1225
C -0.2297 -3.0282 -2.0151
C -0.6087 -2.6078 -0.7244
C -0.2054 -3.3840 0.3749
C 1.0749 -3.9159 0.3003
Br -3.9180 -2.2621 -0.1603
H 3.2146 -2.9720 1.2207
H 3.7711 -3.5745 -1.7862
H 4.5037 -1.0659 2.2114
H 5.5829 -2.5481 -1.7396
H 6.3408 0.5855 1.9901
H 7.3694 -0.8196 -1.7914
H 1.4982 -3.7952 -3.0925
H 1.5605 -4.3986 1.1471
H -0.9152 -2.8738 -2.8483
H -0.8833 -3.4832 1.2150
P -0.3673 0.4162 -1.5757
C -4.6134 0.0268 1.9128
C -6.0043 -0.5905 1.9950
H -4.5100 0.8503 2.6377
H -3.8755 -0.7374 2.2011
H -6.1439 -0.9627 3.0215
H -6.8114 0.1296 1.7959
H -6.0991 -1.4535 1.3246
C -5.0271 0.5551 -1.2910
C -6.5172 0.2615 -1.1853
H -4.5487 -0.2232 -1.9037
H -4.8696 1.5144 -1.8141
H -6.8234 -0.2580 -2.1033
H -6.7666 -0.3903 -0.3428
H -7.1131 1.1822 -1.1169
C -4.1168 2.4879 0.5780
C -5.4946 2.9765 1.0201
H -3.8065 2.9859 -0.3491
H -3.3682 2.7240 1.3473
H -5.5035 4.0725 0.9938
H -6.2960 2.6218 0.3620
H -5.7150 2.6678 2.0479
C -0.0580 2.2398 -1.3309
C -1.2141 3.2028 -1.5745
H 0.7580 2.4882 -2.0268
H 0.3555 2.3762 -0.3228
H -0.8145 4.2050 -1.7923
H -1.8422 2.9076 -2.4229
H -1.8550 3.3128 -0.6925
C -0.9075 0.5314 -3.3335
C -0.6101 -0.6263 -4.2720
H -0.4524 1.4534 -3.7294
H -1.9918 0.7066 -3.2694
H -0.7982 -0.3174 -5.3069
H 0.4279 -0.9687 -4.2087
H -1.2683 -1.4723 -4.0691
C 1.3678 -0.2361 -1.6178
C 2.4176 0.5952 -0.8929
H 1.6337 -0.3832 -2.6751
H 1.3435 -1.2476 -1.1915
H 3.4041 0.1325 -1.0260
H 2.4620 1.6185 -1.2814
H 2.2093 0.6320 0.1848
C 0.0276 -1.8851 2.9701
C -0.2007 -0.5146 2.4931
N -0.8628 -0.0253 1.4365
C -0.8814 1.3597 1.5695
C -0.1554 1.7030 2.6725
N 0.2546 0.5210 3.2446
H 0.7982 -2.3737 2.3580
H 0.3914 -1.8648 4.0077
H -0.9099 -2.4519 2.9420
H -1.4328 2.0003 0.8965
H 0.0848 2.6801 3.0604
H 0.7904 0.4153 4.1037


83
Properties=species:S:1:pos:R:3 method="wB97M-V/def2-TZVPD" charge=+2 lumo_ev="-8.82 / -8.33" max_force_ha_per_bohr=0.0510 e_above_lowest_kj_mol=21.51
C -8.0275 3.3496 -4.2523
C -6.8408 4.1191 -4.2919
C -6.9447 5.3857 -4.8881
C -8.1527 5.7891 -5.4595
N -9.2486 5.0377 -5.4451
C -9.1892 3.8485 -4.8532
C -5.5821 3.6374 -3.7591
C -4.5166 3.1448 -3.4351
C -3.4023 2.4209 -2.9932
C -3.4804 2.0315 -1.6527
C -2.5021 1.1544 -1.1621
C -1.5012 0.8112 -2.0838
C -1.3911 1.1792 -3.4133
C -2.3901 2.0398 -3.8816
Sn 0.2210 1.7232 -0.7309
P 0.1221 2.0700 1.9652
H -6.0936 6.0708 -4.9292
H -8.0732 2.3769 -3.7812
H -8.2368 6.7603 -5.9545
H -10.1043 3.2588 -4.8588
H -2.4235 2.3643 -4.9171
H -4.3365 2.3443 -1.0510
H -0.5778 0.8455 -4.0640
H -2.5222 0.8663 -0.1032
C 1.6663 1.7725 2.8871
C 2.1863 2.8826 3.7867
H 2.4305 1.5032 2.1449
H 1.4858 0.8667 3.4803
H 3.0994 2.5370 4.2875
H 2.4485 3.7852 3.2250
H 1.4786 3.1636 4.5727
C -0.2447 3.8844 2.0132
C -1.7390 4.2563 2.0555
H 0.2238 4.3245 1.1072
H 0.2970 4.2949 2.8770
H -1.8512 5.3032 1.7528
H -2.3409 3.6295 1.3725
H -2.1461 4.1463 3.0768
C -1.2039 1.3084 2.9727
C -1.1725 1.6446 4.4619
H -1.1290 0.2196 2.8195
H -2.1655 1.6185 2.5352
H -2.0352 1.1690 4.9450
H -0.2667 1.2689 4.9563
H -1.2456 2.7232 4.6509
Br 0.5836 -1.0205 -2.7405
P 2.4383 3.5927 -2.5205
C 2.2257 4.0137 -0.7480
C 3.1876 5.1213 -0.2988
H 2.4043 3.1000 -0.1493
H 1.1811 4.3487 -0.6238
H 2.8048 5.5776 0.6221
H 4.1877 4.7210 -0.0852
H 3.2911 5.9015 -1.0650
C 2.7770 1.7873 -2.6067
C 3.8949 1.4043 -3.5885
H 1.8493 1.2922 -2.9451
H 3.0518 1.4587 -1.5889
H 4.1681 0.3578 -3.3790
H 3.5414 1.4550 -4.6288
H 4.7761 2.0492 -3.4611
C 0.7778 3.8448 -3.2532
C 0.6453 5.2054 -3.9502
H 0.0451 3.7527 -2.4340
H 0.6021 3.0308 -3.9773
H -0.2651 5.1856 -4.5657
H 0.5455 6.0299 -3.2335
H 1.5045 5.4186 -4.6012
S -0.7073 -0.9568 0.6576
C 0.3145 -2.3026 0.9367
N 0.7237 -3.1390 -0.0455
C 1.4731 -4.3687 0.1958
C 1.0809 -4.9146 1.5611
C 1.2517 -3.8641 2.6402
N 0.7727 -2.5647 2.1824
H 0.6591 -2.7368 -0.9896
H 2.5593 -4.2032 0.1733
H 1.2402 -5.0673 -0.6167
H 1.6989 -5.7809 1.8179
H 0.0291 -5.2266 1.5242
H 2.3164 -3.7716 2.9016
H 0.6936 -4.0976 3.5564
H 0.4355 -1.9088 2.8880


83
Properties=species:S:1:pos:R:3 method="wB97M-V/def2-TZVPD" charge=+2 lumo_ev=-7.79 max_force_ha_per_bohr=0.0492 e_above_lowest_kj_mol=6.77
C -0.7490 6.9673 -4.4154
C -0.9937 5.6455 -4.8947
C -1.2374 5.5153 -6.2788
C -1.2386 6.6621 -7.1033
N -0.9996 7.8639 -6.5975
C -0.7634 8.0519 -5.3161
C -0.9987 4.4559 -3.9887
C -1.0375 3.5892 -3.1422
C -1.2186 2.8564 -1.9278
C -0.1846 2.6582 -0.9901
C -0.4235 2.1704 0.2938
C -1.7334 1.8332 0.6277
C -2.6533 1.7574 -0.3843
C -2.4496 2.3272 -1.6104
Sn 0.3090 -0.1431 -1.7206
P 2.0820 -1.2679 0.7251
H -1.4118 4.5314 -6.7335
H -0.5310 7.1413 -3.3633
H -1.4280 6.5675 -8.1929
H -0.5672 9.0688 -4.9569
H -3.3021 2.3978 -2.2462
H 0.7917 2.9850 -1.3279
H -3.5811 1.2745 -0.1624
H 0.4182 2.1666 1.0040
C 2.4322 -2.7997 1.7200
C 3.3588 -3.8061 1.0513
H 1.4332 -3.2257 1.9031
H 2.7924 -2.4992 2.7096
H 3.5538 -4.6737 1.6879
H 2.9439 -4.1859 0.1135
H 4.3329 -3.3418 0.8363
C 2.8704 -1.7142 -0.9846
C 3.3114 -0.4768 -1.7789
H 2.0991 -2.2698 -1.5450
H 3.7026 -2.4438 -0.9091
H 3.3237 -0.7157 -2.8710
H 2.6294 0.4062 -1.6736
H 4.3137 -0.1646 -1.4941
C 3.4282 -0.1515 1.4463
C 4.8446 -0.7074 1.5627
H 3.0427 0.1156 2.4505
H 3.4159 0.7875 0.8806
H 5.5306 0.0664 1.9438
H 4.9085 -1.5488 2.2567
H 5.2476 -1.0260 0.5883
Br -2.3132 1.2022 2.3233
P -2.2077 -2.7571 -1.2257
C -0.4842 -3.2923 -1.2590
C -0.2912 -4.6500 -1.9514
H -0.0594 -3.3248 -0.2489
H 0.1148 -2.6293 -1.9171
H 0.7696 -4.7982 -2.2247
H -0.5973 -5.4588 -1.2842
H -0.8748 -4.6879 -2.8797
C -2.9035 -2.5311 0.4972
C -4.2268 -3.3170 0.5536
H -2.9750 -1.4609 0.7783
H -2.1575 -2.9266 1.2079
H -4.6030 -3.3978 1.5834
H -5.0089 -2.8603 -0.0731
H -4.0832 -4.3391 0.1760
C -2.5326 -1.2684 -2.1712
C -2.7624 -1.5705 -3.6723
H -1.7686 -0.4581 -2.3048
H -3.3559 -0.6948 -1.7346
H -3.0033 -0.6324 -4.2053
H -1.8316 -1.9725 -4.1216
H -3.5881 -2.2910 -3.7880
S 0.6456 0.2537 2.8624
C 0.2995 -0.0872 4.5143
N -0.9240 0.0885 5.0315
C -1.2602 -0.1321 6.4382
C -0.0527 0.1371 7.3124
C 1.1612 -0.6396 6.7976
N 1.2875 -0.4828 5.3383
H -1.6404 0.3503 4.3597
H -1.5958 -1.1571 6.5210
H -2.0721 0.5348 6.7021
H -0.2530 -0.1904 8.3345
H 0.1792 1.1965 7.3567
H 1.0489 -1.6980 7.0202
H 2.0872 -0.2859 7.2528
H 2.2186 -0.4722 4.9082


83
Properties=species:S:1:pos:R:3 method="wB97M-V/def2-TZVPD" charge=+4 lumo_ev="-15.29 / -15.29" max_force_ha_per_bohr=0.0461
N 4.9326 -6.1517 0.5164
C 3.5995 -6.1185 0.6282
C 2.8807 -4.9228 0.5772
C 3.5674 -3.7495 0.2364
C 4.9728 -3.7714 0.2011
C 5.6113 -5.0158 0.3260
C 2.8010 -2.5182 -0.1110
Zr 1.1755 -0.9406 -0.2894
P 0.1219 3.3774 -2.6989
C 2.7690 -1.9404 -1.3987
C 1.5416 -2.0138 -2.2928
C 0.9360 -0.7535 -2.6785
C -0.4348 -0.7323 -3.0899
C -1.0100 -1.9089 -3.5716
C -0.3400 -3.1312 -3.3838
C 0.8433 -3.1900 -2.6482
Br -2.7758 -1.8893 -4.1530
H 2.2736 -2.1620 0.8531
H 3.6882 -1.5579 -1.8724
H 1.8028 -4.9245 0.7327
H 5.5609 -2.8677 0.0625
H 3.0849 -7.0783 0.7627
H 6.7044 -5.0945 0.2509
H 1.5966 0.0506 -3.0187
H 1.2708 -4.1290 -2.3272
H -0.9707 0.2120 -3.1127
H -0.7838 -4.0375 -3.7788
P 2.5534 0.3888 1.4670
C -0.2528 2.6496 -4.3387
C -0.2012 3.7213 -5.4450
H -1.2697 2.2131 -4.2977
H 0.4824 1.8435 -4.5174
H -0.5057 3.2585 -6.3876
H -0.8987 4.5407 -5.2219
H 0.8061 4.1411 -5.5770
C 1.9330 3.2234 -2.5899
C 2.6245 4.5473 -2.9816
H 2.2431 2.4008 -3.2568
H 2.1941 2.9588 -1.5530
H 3.7117 4.4066 -2.9697
H 2.3358 4.8915 -3.9846
H 2.3789 5.3455 -2.2678
C -0.8494 2.5143 -1.3982
C -2.0168 3.4264 -0.9687
H -0.1588 2.3513 -0.5500
H -1.2161 1.5240 -1.7209
H -2.2173 3.2945 0.1030
H -1.7546 4.4821 -1.1431
H -2.9316 3.2006 -1.5347
C 0.9955 0.8735 2.3640
C 1.1497 1.8923 3.5093
H 0.5454 -0.0595 2.7556
H 0.3041 1.2932 1.6055
H 1.4391 1.3880 4.4471
H 1.8785 2.6818 3.2691
H 0.1670 2.3646 3.6684
C 3.2208 1.9590 0.8362
C 4.6547 1.8120 0.3495
H 3.1600 2.7099 1.6306
H 2.5519 2.2784 0.0265
H 5.3351 1.4670 1.1365
H 4.7386 1.1143 -0.4907
H 5.0240 2.7897 0.0215
C 3.6800 0.0366 2.8592
C 3.3289 -1.1833 3.7218
H 3.6913 0.9552 3.4621
H 4.6886 -0.0867 2.4441
H 3.8316 -2.0829 3.3286
H 3.6817 -1.0242 4.7568
H 2.2468 -1.3940 3.7710
C -2.1589 -0.3465 2.6569
N -2.2579 -0.8283 1.2905
C -3.2268 -0.3931 0.4064
C -3.1033 -1.1256 -0.7255
N -2.0302 -1.9716 -0.5359
C -1.4208 -1.6909 0.6537
S -0.0502 -2.4624 1.3343
H -1.6014 -1.0518 3.2710
H -1.6617 0.6281 2.6849
H -3.1618 -0.2213 3.0750
H -3.9261 0.3770 0.6849
H -3.6579 -1.1310 -1.6504
H -1.7578 -2.7486 -1.1350